Record 1
An isolated molecule of C15H17N3O4S in a non-equilibrium geometry, computed with the ωB97M-V functional and the def2-TZVPD basis.

```
40
Properties=species:S:1:pos:R:3:forces:R:3
C 3.276 -0.123 1.666 -0.180 -0.044 0.135
C 2.712 -1.332 1.226 0.212 0.291 0.024
C 1.459 -1.726 1.693 0.098 0.299 0.034
C 0.770 -0.915 2.599 0.506 0.135 0.177
C -0.627 -1.232 3.004 -0.344 0.116 -0.056
C -1.671 -0.749 1.977 -0.074 -0.643 -0.881
C -3.100 -1.049 2.417 -0.617 -0.041 -0.109
C -4.014 -0.042 1.701 -0.780 0.302 -0.131
C -3.162 0.948 0.872 -0.030 -0.491 -0.111
N -1.690 0.662 1.237 -2.203 -1.681 0.205
C 1.366 0.239 3.104 0.367 0.010 -0.322
C 2.604 0.661 2.617 0.102 -0.243 -0.155
H 4.249 0.204 1.283 -0.437 -0.167 0.143
H 3.251 -1.958 0.504 -0.243 0.306 0.347
H 1.008 -2.662 1.356 0.118 0.275 0.017
H -0.729 -2.334 3.014 -0.275 0.443 0.018
H -0.871 -0.887 4.016 0.127 0.129 -0.203
H -1.489 -1.411 1.102 0.001 0.561 0.276
H -3.388 -2.069 2.102 0.374 0.376 0.201
H -3.249 -1.023 3.509 0.289 0.207 -0.371
H -4.736 -0.546 1.031 0.363 0.211 0.385
H -4.613 0.512 2.447 0.278 -0.176 -0.390
H -3.308 0.798 -0.228 0.328 0.125 0.928
H -3.423 1.997 1.149 0.446 -0.906 -0.423
H -1.146 0.390 0.277 0.135 -0.055 0.256
H 0.832 0.813 3.863 0.187 -0.035 -0.168
H 3.031 1.604 2.972 -0.055 -0.410 -0.124
O -2.005 6.474 0.255 -0.046 -1.320 1.771
N -2.057 5.733 1.268 -0.334 1.291 0.151
O -2.438 6.116 2.402 0.452 -0.701 -1.720
C -1.649 4.380 1.152 0.905 0.338 -2.200
C -1.006 3.879 0.025 -1.209 1.420 1.640
C -0.676 2.560 0.185 0.562 -2.368 -1.807
N -0.297 1.769 -0.899 0.385 1.172 0.039
O -0.256 0.480 -0.724 0.063 0.460 -0.403
O 0.002 2.262 -1.993 -0.325 -0.554 0.918
C -0.989 1.892 1.483 1.521 1.889 1.467
S -1.855 3.221 2.431 -0.174 -0.017 1.164
H -0.801 4.421 -0.872 -0.022 0.364 -0.251
H -0.064 1.795 2.076 -0.470 -0.867 -0.467
```
Positions in Å, forces in eV/Å.

Summary:
- Calculated total energy: -1444.9327 Ha
- Spin multiplicity: 1
- LUMO energy: -0.842 eV
- ΔE to the lowest compared entry with this formula, charge and spin: 886.2 kJ/mol
- Charge: 0


Record 2
A cluster of 2 separate species, C26H21Br2Cl3F3NO5S2 in total in a non-equilibrium geometry, computed with the ωB97M-V functional and the def2-TZVPD basis.

```
63
Properties=species:S:1:pos:R:3:forces:R:3
C 6.595 -2.245 -1.705 0.348 -0.184 -0.130
C 5.246 -1.569 -1.782 0.391 -0.279 0.034
C 4.845 -0.802 -2.872 0.335 -0.272 0.119
C 3.594 -0.239 -2.849 -0.659 0.966 -1.056
C 2.709 -0.386 -1.798 -0.328 -0.242 0.619
C 3.093 -1.149 -0.712 0.093 -0.172 0.193
C 2.237 -1.384 0.522 0.171 0.098 0.146
C 1.232 -0.291 0.807 0.969 -0.040 0.001
C 1.682 0.964 1.203 -0.084 -0.059 0.019
Br 3.566 1.270 1.387 -0.505 -0.129 -0.065
C 0.784 1.989 1.495 0.530 0.817 0.422
C 1.385 3.315 1.946 -0.140 -0.321 0.122
C 2.036 3.245 3.345 1.500 0.726 0.164
O 3.063 3.798 3.622 -1.603 -0.619 -0.357
Br 1.145 2.166 4.734 0.175 0.190 -0.558
C -0.585 1.746 1.397 0.072 0.581 -0.427
S -1.695 3.104 1.832 -1.596 0.442 2.179
C -1.510 4.477 0.673 0.657 0.252 -0.246
O -3.086 2.737 1.890 -0.015 -0.332 -1.354
O -1.271 3.573 3.129 1.108 0.324 -0.308
C -1.069 0.496 1.009 -0.050 1.185 0.732
C -0.133 -0.477 0.729 -0.943 -1.509 -0.617
S -0.721 -2.091 0.235 -0.077 0.024 -0.245
C -2.276 -1.663 -0.523 1.269 0.223 0.965
C -2.812 -2.453 -1.520 0.180 -1.052 -0.646
C -4.028 -2.152 -2.073 -0.687 0.399 0.094
C -4.719 -1.029 -1.612 -0.446 -0.330 -0.880
C -6.079 -0.749 -2.218 -0.201 -0.760 0.543
O -6.659 0.466 -1.714 -0.118 0.242 -0.676
C -6.878 1.395 -2.679 0.528 -0.372 0.868
F -7.334 2.501 -2.109 -0.034 -0.083 -0.099
F -7.773 0.973 -3.583 0.244 0.206 -0.155
F -5.717 1.686 -3.306 -0.462 0.093 -0.323
C -4.163 -0.250 -0.642 -0.392 1.063 0.572
C -2.932 -0.543 -0.069 -0.687 0.154 -0.292
N -2.474 0.328 0.967 0.010 -0.721 -1.121
O -2.963 -0.132 2.203 0.087 -0.627 0.767
C 4.361 -1.720 -0.734 0.280 -0.458 0.654
H 7.428 -1.534 -1.786 -0.239 -0.057 -0.026
H 6.732 -2.793 -0.764 -0.164 0.224 -0.134
H 6.733 -2.988 -2.503 -0.124 0.251 0.067
H 5.500 -0.648 -3.727 -0.066 -0.031 0.144
H 3.278 0.374 -3.695 0.101 -0.152 0.136
H 1.727 0.086 -1.773 0.194 0.014 -0.298
H 2.922 -1.407 1.378 -0.190 -0.032 -0.132
H 1.793 -2.385 0.485 -0.112 0.304 -0.073
H 0.667 4.135 1.977 0.088 -0.229 0.174
H 2.164 3.597 1.229 0.019 0.000 0.398
H -2.489 4.898 0.429 0.035 -0.531 0.033
H -0.953 5.266 1.192 -0.095 -0.321 0.051
H -0.939 4.215 -0.224 -0.323 -0.154 0.106
H -2.303 -3.343 -1.886 0.173 0.246 0.237
H -4.496 -2.767 -2.839 0.326 -0.028 0.085
H -6.763 -1.554 -1.910 0.124 0.215 -0.056
H -6.047 -0.791 -3.312 0.073 0.334 0.190
H -4.710 0.622 -0.285 0.207 -0.097 -0.047
H -3.740 0.398 2.428 0.308 0.476 -0.314
H 4.696 -2.308 0.133 -0.261 0.540 -0.781
C 3.639 -3.917 3.446 0.029 -0.145 0.008
Cl 4.567 -3.488 1.998 -0.077 -0.356 0.617
Cl 1.908 -3.933 3.105 0.044 0.056 -0.006
Cl 4.161 -5.479 4.078 0.007 0.056 0.009
H 3.828 -3.165 4.202 0.002 -0.006 -0.044
```
Positions in Å, forces in eV/Å.

Summary:
- SMILES: Cc1cccc(Cc2c(Br)c(CC(=O)Br)c(S(C)(=O)=O)c3c2Sc2ccc(COC(F)(F)F)cc2N3O)c1.ClC(Cl)Cl
- Calculated total energy: -9058.8441 Ha
- Spin multiplicity: 1
- LUMO energy: -0.115 eV
- ΔE to the lowest compared entry with this formula, charge and spin: 0.0 kJ/mol
- Charge: 0


Record 3
A structure of composition C24H45F5OP2SnTe in a non-equilibrium geometry, computed with the ωB97M-V functional and the def2-TZVPD basis.

```
79
Properties=species:S:1:pos:R:3:forces:R:3
Sn 0.233 -0.042 0.064 -2.491 0.300 0.915
C -1.758 1.560 0.131 0.335 -0.265 0.733
C -2.159 0.633 -0.915 0.755 0.151 0.653
C -2.017 -0.543 1.093 0.373 -0.155 -1.217
C -1.760 0.844 1.380 0.574 0.239 -1.241
C -2.300 -0.670 -0.325 0.521 -0.061 1.219
C -1.726 3.063 -0.018 -0.228 0.499 -0.177
H -1.394 3.438 -1.008 -0.158 -0.505 0.419
H -1.118 3.607 0.730 -0.290 -0.520 -0.212
H -2.758 3.440 0.110 0.385 -0.054 -0.048
C -1.672 1.445 2.724 0.131 0.032 0.823
H -1.451 2.514 2.728 -0.254 -0.139 -0.164
H -0.936 0.973 3.379 -0.313 0.150 -0.320
H -2.635 1.281 3.215 -0.016 0.203 0.073
C -2.154 -1.648 2.084 -0.356 -0.371 0.779
H -3.219 -1.748 2.334 0.115 -0.145 -0.043
H -1.653 -1.440 3.036 -0.261 0.080 -0.479
H -1.810 -2.653 1.771 -0.164 0.614 -0.186
C -3.075 -1.843 -0.835 -0.398 -0.423 -0.404
H -4.127 -1.609 -0.599 0.148 -0.226 -0.184
H -2.857 -2.789 -0.310 -0.022 0.577 -0.097
H -3.028 -2.057 -1.917 0.151 0.362 0.421
C -2.888 1.152 -2.087 -0.011 -0.040 -0.794
H -3.816 1.569 -1.664 0.057 -0.046 -0.278
H -3.155 0.377 -2.812 0.049 0.153 0.139
H -2.383 1.973 -2.619 -0.098 -0.290 0.229
C 1.580 0.431 -3.407 -0.550 0.562 -0.258
C 0.562 1.304 -3.556 0.394 -0.294 0.091
C -0.034 1.618 -4.913 0.050 0.527 0.046
C -0.922 0.458 -5.486 -0.164 -0.173 -0.116
C -0.994 -0.797 -4.628 -0.050 -0.461 -0.344
C 0.047 -1.643 -4.533 -0.531 -0.054 -0.338
C 1.366 -1.380 -5.233 -0.138 -0.324 -0.105
C 2.240 -0.254 -4.585 0.407 -0.099 0.181
H 0.769 1.845 -5.642 -0.375 -0.098 0.409
H -0.480 0.174 -6.459 -0.329 0.079 0.355
H -0.648 2.537 -4.829 0.359 -0.462 -0.084
H 2.501 0.483 -5.366 -0.073 -0.275 0.442
H 1.952 0.082 -2.431 -0.212 0.463 -0.033
H 0.026 1.787 -2.721 0.532 -0.433 -0.068
H 3.188 -0.703 -4.236 -0.336 0.281 -0.240
H 1.935 -2.327 -5.277 -0.187 0.529 -0.040
H -0.065 -2.631 -4.059 -0.082 0.567 -0.008
H 1.163 -1.083 -6.278 0.066 -0.236 0.396
H -1.942 0.832 -5.706 0.581 -0.206 0.202
H -1.981 -1.053 -4.199 0.717 0.054 -0.146
P 1.850 1.892 0.658 -1.275 -1.066 -0.122
C 1.386 2.608 2.206 -0.057 0.090 0.509
H 2.277 3.210 2.404 -0.080 0.245 0.348
H 1.247 1.903 3.025 0.062 0.153 -0.253
H 0.517 3.264 2.120 0.187 -0.097 -0.067
C 3.464 1.216 0.851 0.668 0.026 0.006
H 3.984 2.086 1.264 0.530 -0.283 0.030
H 3.913 0.944 -0.109 -0.030 0.062 0.119
H 3.505 0.386 1.559 -0.097 0.122 0.016
C 1.964 3.292 -0.406 0.208 0.332 -0.551
H 2.447 3.051 -1.353 -0.037 0.085 -0.032
H 2.613 3.934 0.200 0.021 0.302 -0.357
H 1.011 3.798 -0.576 0.127 -0.166 0.074
P 1.047 -2.505 -0.230 -0.614 1.648 1.503
C -0.223 -3.665 -0.653 -0.371 -0.509 -0.970
H 0.406 -4.479 -1.022 -0.397 -0.437 -0.212
H -0.982 -3.395 -1.387 0.362 0.047 -0.081
H -0.704 -3.996 0.278 0.196 0.222 -0.292
C 2.654 -2.626 -0.956 0.418 -0.524 -1.014
H 2.584 -2.781 -2.034 0.306 0.078 0.001
H 3.031 -3.528 -0.457 0.323 0.083 -0.448
H 3.332 -1.795 -0.717 -0.446 -0.144 -0.040
C 1.406 -3.196 1.354 0.095 0.150 0.429
H 1.605 -4.225 1.049 0.195 -0.229 0.455
H 0.566 -3.154 2.032 -0.012 -0.053 0.045
H 2.277 -2.727 1.793 0.174 -0.114 0.225
F 1.048 1.037 4.818 -0.087 -1.691 -1.172
Te 0.948 -0.822 4.239 -0.188 -0.128 0.262
F 1.345 -1.124 6.071 -0.019 0.113 -1.845
F 0.814 -2.747 4.137 0.127 1.895 -0.140
F 2.833 -0.841 3.841 -1.497 -0.008 0.416
F -0.892 -0.793 4.881 1.874 0.028 -1.144
O 0.654 -0.540 2.264 0.721 -0.298 3.400
```
Positions in Å, forces in eV/Å.

Summary:
- Calculated total energy: -2680.3837 Ha
- Spin multiplicity: 1
- LUMO energy: -8.340 eV
- Charge: +2


Record 4
A cluster of 2 separate species, C2H2FIS in total in a non-equilibrium geometry, computed with the ωB97M-V functional and the def2-TZVPD basis.

```
7
Properties=species:S:1:pos:R:3:forces:R:3
C -1.451 -2.187 0.034 0.284 2.500 0.386
C -0.404 0.153 0.153 -2.498 -0.106 4.196
F -0.610 -3.132 -0.023 1.455 -1.389 -0.089
S -2.997 -2.195 0.022 -1.431 -0.404 -0.043
I -2.249 1.055 -0.018 0.962 0.253 0.209
H 0.123 -0.006 1.113 -0.667 0.540 -0.629
H -0.049 -0.296 -0.646 1.894 -1.396 -4.030
```
Positions in Å, forces in eV/Å.

Summary:
- Calculated total energy: -872.9847 Ha
- Spin multiplicity: 1
- LUMO energy (spin up / spin down): -0.297 / -0.633 eV
- ΔE to the lowest compared entry with this formula, charge and spin: 360.0 kJ/mol
- Charge: 0